Entry 1:
ORCA calculation (ωB97M-V/def2-TZVPD) on a structure of composition C4H7NSi.

- E (eV) = -13622.6787
- largest force on an atom (eV/Å) = 2.83
- Kohn-Sham gap (alpha / beta) (eV) = 8.144 / 8.858
- molar mass (g mol⁻¹) = 97.2
- HOMO level (alpha / beta) (Eh) = -0.3156 / -0.3456
- 2S+1 = 1

Geometry (Å):
Si (0.44472, -1.40736, -0.40267)
N (1.47994, 1.46604, 1.25764)
C (0.53136, 1.40141, 0.47695)
C (-0.21830, 2.36786, -0.25267)
C (-0.34126, 0.30173, -0.01772)
C (-1.12980, 1.42911, -0.63279)
H (0.01498, 3.38681, -0.55545)
H (-1.60434, -0.03828, 1.62434)
H (-2.04005, 1.69673, -1.31542)
H (1.47183, -1.75779, 0.64449)
H (1.07604, -1.29039, -1.75836)
H (-0.56285, -2.50044, -0.34006)
H (1.70307, 0.58424, 1.73064)

=====

Entry 2:
ORCA calculation (ωB97M-V/def2-TZVPD) on a structure of composition C29H26N7Pt.

- E (eV) = -44167.1698
- largest force on an atom (eV/Å) = 1.46
- Kohn-Sham gap (eV) = 6.867
- charge = +1
- molar mass (g mol⁻¹) = 667.7
- HOMO level (Eh) = -0.3584
- 2S+1 = 1

Geometry (Å):
Pt (0.87962, 0.82006, -0.22085)
N (0.50417, 0.54030, 2.68001)
N (0.67991, 1.44616, 1.68700)
N (-1.15197, 1.76705, -0.75465)
N (1.14265, -1.03728, -2.49165)
N (1.26801, 0.23579, -2.07082)
N (1.16323, -1.08625, 0.38417)
N (0.86005, 3.68154, -1.26649)
C (-2.19523, 5.55816, -2.14996)
C (1.57539, -1.43113, 1.67345)
C (-3.17667, 4.62999, -1.97199)
C (2.16412, 0.06657, -4.10492)
C (-0.03541, 2.52562, 2.03278)
C (0.44627, -2.02292, -0.36648)
C (-3.80789, 2.34020, -1.30098)
C (2.78546, -2.92806, 3.15258)
C (1.85773, -0.93187, 4.03908)
C (-1.48431, 3.00883, -1.23556)
C (-2.83027, 3.33993, -1.51040)
C (1.33437, -0.62889, 2.78373)
C (-1.88202, -4.92903, -2.64783)
C (3.17647, -2.39888, 5.60177)
C (-2.09137, 0.87146, -0.56130)
C (2.30561, -2.60292, 1.90126)
C (-1.08033, -3.92711, -1.85631)
C (-0.36332, -2.92537, -2.48321)
C (-1.05425, -3.94181, -0.46149)
C (-0.66859, 2.31965, 3.24910)
C (1.67598, -1.16143, -3.72215)
C (2.58730, -2.08649, 4.25068)
C (-0.33083, -3.01117, 0.25802)
C (0.39405, -2.00886, -1.76043)
C (1.88850, 0.91258, -3.03134)
C (-0.84935, 5.24048, -1.89188)
C (-0.47174, 3.99447, -1.45432)
C (-3.44806, 1.11428, -0.83261)
C (-0.30093, 1.03977, 3.62522)
H (2.49180, -2.12894, 6.40613)
H (-1.36227, -5.21710, -3.56157)
H (-1.62972, -4.68829, 0.07425)
H (-4.84444, 2.57002, -1.51587)
H (-4.21465, 4.86154, -2.17146)
H (-2.44324, 6.55403, -2.49353)
H (-0.05184, 3.39079, 1.38932)
H (-0.39727, -2.84540, -3.56432)
H (-0.35300, -3.03484, 1.33993)
H (2.50674, -3.24936, 1.05582)
H (-1.77084, -0.09025, -0.17452)
H (3.40607, -3.45982, 5.69286)
H (2.65429, 0.31552, -5.02917)
H (-0.08452, 5.99115, -2.05301)
H (-2.06386, -5.83109, -2.06485)
H (2.09978, 1.96075, -2.90292)
H (1.53896, 4.42273, -1.25868)
H (3.35072, -3.84417, 3.27924)
H (-1.30275, 3.00243, 3.78744)
H (-0.55489, 0.45610, 4.49430)
H (1.70703, -2.11718, -4.21606)
H (-2.85280, -4.52064, -2.93659)
H (-4.17511, 0.33352, -0.65728)
H (1.08804, 2.86527, -0.70999)
H (1.68726, -0.24503, 4.86096)
H (4.10416, -1.84516, 5.75837)